C2H3NO3S | wB97M-V/def2-TZVPD

Positions of all 10 atoms, in Å:
C (-0.705, 1.744, 0.182)
C (0.210, 0.710, 0.298)
N (0.742, -0.352, -0.223)
O (4.457, -2.444, 0.571)
O (2.211, -2.430, 1.703)
O (0.357, 1.469, 1.343)
S (3.653, -2.701, 1.747)
H (-0.230, 2.611, -0.171)
H (1.137, -1.115, 0.293)
H (0.676, -0.651, -1.159)

The calculation puts the HOMO energy at -0.284 Ha. The energy above the lowest of the compared OMol25 structures with the same formula, charge and spin comes out at 414.8 kJ/mol. The multiplicity is 1. The calculation puts the LUMO energy at -2.0 eV. As for the frontier orbital gap: 5.75 eV.

Mulliken atomic charge list, values in e, 5 entries: atom 1 (C): -0.5609, atom 2 (C): 0.6374, atom 3 (N): -0.2796, atom 4 (O): -0.3471, atom 5 (O): -0.4235